Below is a 2-piece molecular cluster, C5H13IN overall in a non-equilibrium geometry, with properties calculated with ωB97M-V/def2-TZVPD.

Geometry as XYZ:
```
20
Properties=species:S:1:pos:R:3:forces:R:3
I -3.104385 0.379734 0.441151 -0.4011 0.2773 0.0908
N 0.235128 -0.778737 -0.051260 2.0445 2.3508 0.2654
C -0.024451 1.359410 -1.123276 3.5205 2.6949 1.1527
C -0.337229 -1.464456 -1.155707 -0.2156 -3.6477 -2.4608
C 0.919930 -1.602693 0.972595 -5.3778 0.4039 0.2810
C 0.961273 1.252388 1.157979 -0.9377 0.7352 -0.1633
C 0.437700 0.524360 -0.035224 -1.1457 -1.0524 0.2629
H -1.301851 -2.052099 -0.861451 1.4439 1.5400 -0.5098
H 0.633648 -1.093993 1.882031 -0.1141 -0.8202 0.7132
H 1.987649 1.033894 1.194501 1.8723 0.2461 0.0252
H 0.621177 0.756033 2.051362 -0.5431 0.2194 0.4900
H 0.501719 -2.597707 0.848449 0.3282 -0.0538 0.5609
H 1.906799 -1.540625 0.909892 4.3254 -0.0007 -0.7697
H -0.746860 1.976973 -0.666696 -0.7110 1.3422 0.2463
H -0.412864 -0.904228 -2.145671 -0.2598 -0.6336 1.8376
H -0.426475 0.929813 -1.914708 -1.9501 -2.2155 -3.2942
H 0.379746 -2.347677 -1.413950 -1.0643 1.5111 0.4002
H 0.755969 2.385765 1.190426 0.3202 -2.0340 -0.3241
H 0.854954 1.967590 -1.568996 -1.2811 -0.5767 1.1625
H -3.841583 1.816257 0.288553 0.1462 -0.2865 0.0332
```
Forces are in eV/Å.

charge	+1
multiplicity	1
calculated total energy	-14978.6629	eV
gap between HOMO and LUMO	9.5507	eV
LUMO energy	-0.144	Ha
ΔE to the lowest compared entry with this formula, charge and spin	130.96	kJ/mol
largest force on an atom	5.4	eV/Å
HOMO	-13.46	eV

Atomic partial charges in e from the natural (NBO) method, atoms 1 to 2: -0.123 -0.295

Below is an isolated ion of composition C5H13IN and charge +1 in a non-equilibrium geometry, with properties calculated with ωB97M-V/def2-TZVPD.

Geometry as XYZ:
```
20
Properties=species:S:1:pos:R:3:forces:R:3
I 0.322762 -0.840657 3.744259 -0.8578 0.7471 -1.8231
N 1.304102 0.136530 0.694439 -0.3148 1.4190 0.7468
C -0.039813 -0.564214 0.552594 2.0091 -4.0407 0.9957
C -0.673931 1.405259 -0.703199 -0.5959 -1.0048 -1.5752
C 0.321238 -0.745087 -1.869322 0.2126 0.4440 -2.4432
C -0.803188 -0.277598 1.756531 -0.5747 1.2100 2.2615
C -0.597118 -0.146944 -0.784580 -1.0636 -0.5865 -0.5460
H -1.590648 1.813891 -1.159050 0.1367 -0.2099 0.7979
H 0.211610 -1.692962 0.705640 -0.3701 1.7308 -1.1202
H 0.536584 -1.813636 -1.744180 -0.2771 0.2108 0.2668
H 1.212560 0.897247 -0.025746 0.9538 -0.3894 1.1175
H 2.101441 -0.464132 0.475117 -0.1118 0.1626 0.1524
H -1.631420 -0.562225 -0.962582 1.1036 0.2231 0.5575
H -0.510329 1.654466 0.339403 -0.2750 1.1207 -0.4457
H 1.357015 0.510608 1.724964 0.3651 -0.7052 -2.1862
H 1.320731 -0.254235 -2.036606 -0.7983 -0.1165 0.6362
H -1.145494 0.768835 1.745948 0.1723 -0.3915 0.9329
H -0.117763 -0.665729 -2.927247 0.2677 -0.0140 1.6126
H -1.643659 -0.909975 1.877467 -0.7875 -0.5819 -0.0817
H 0.065319 1.750558 -1.403851 0.8059 0.7721 0.1435
```
Forces are in eV/Å.

structure (SMILES)	CC(C)[C@@H]([NH3+])CI
charge	+1
multiplicity	1
calculated total energy	-14978.9544	eV
gap between HOMO and LUMO	9.5215	eV
LUMO energy	-0.152	Ha
ΔE to the lowest compared entry with this formula, charge and spin	102.84	kJ/mol
largest force on an atom	4.6	eV/Å
HOMO	-13.65	eV

Atomic partial charges in e from the natural (NBO) method, atoms 1 to 2: 0.090 -0.746

Below is a 2-piece molecular cluster, C5H13N overall in a non-equilibrium geometry, with properties calculated with ωB97M-V/def2-TZVPD.

Geometry as XYZ:
```
19
Properties=species:S:1:pos:R:3:forces:R:3
N 1.490288 1.471427 -1.446038 0.4317 0.0592 0.2682
C -1.699805 -0.793598 1.849513 -0.2846 -1.0248 -1.3593
C 1.286267 0.588149 -0.298729 -0.0826 0.1205 0.0185
C -1.776900 -1.205347 0.550898 -0.2742 0.9493 2.1044
C 2.613926 0.065968 0.244397 -0.3120 0.1770 0.4452
C -2.343398 -0.311442 -0.511898 -0.0285 0.6483 0.4445
H 2.755713 -0.992788 0.077369 0.0178 -0.3247 -0.2153
H 0.587228 -0.215907 -0.511962 0.0773 -0.3322 -0.1641
H -1.447875 -2.194140 0.268244 0.3886 0.0140 -0.0055
H -2.225801 -0.729600 -1.505993 0.0345 0.0443 -0.2825
H 2.233465 1.083792 -2.014575 -0.2327 -0.0368 -0.3186
H 2.644431 0.221878 1.324371 0.1218 -0.0403 0.0874
H 0.770893 1.153412 0.471340 -0.0337 0.1963 0.1979
H -2.200574 0.086334 2.215822 0.1031 0.5156 -0.3259
H -3.395287 -0.084086 -0.324463 -0.0443 -0.2329 -0.1570
H 3.457531 0.600664 -0.179619 0.1174 0.1541 -0.0964
H -1.260572 -1.373711 2.648373 0.1391 -0.4133 -0.1008
H 0.637639 1.516394 -1.987822 -0.1072 0.0319 -0.2707
H -1.854234 0.687608 -0.458450 -0.0315 -0.5054 -0.2699
```
Forces are in eV/Å.

charge	-1
multiplicity	2
calculated total energy	-6883.2885	eV
gap between HOMO and LUMO (spin up / spin down)	2.6994 / 9.5430	eV
LUMO energy (spin up / spin down)	0.152 / 0.147	Ha
ΔE to the lowest compared entry with this formula, charge and spin	118.97	kJ/mol
largest force on an atom	2.3	eV/Å
HOMO (spin up / spin down)	1.43 / -5.55	eV

Atomic partial charges in e from the natural (NBO) method, atoms 1 to 2: -0.895 -0.474

Below is one molecule with the formula C5H13N, with properties calculated with ωB97M-V/def2-TZVPD.

Geometry as XYZ:
```
19
Properties=species:S:1:pos:R:3:forces:R:3
N -0.236895 -0.093463 -1.663479 0.4146 -0.2258 0.0178
C -1.095126 0.784765 1.131245 0.2952 -0.0416 -0.5239
C 1.481181 1.252702 -0.516983 0.7963 -0.0847 -0.3798
C -0.039851 -0.292576 0.793352 -0.0270 -0.0976 0.7233
C -0.606876 -1.706335 0.885591 -0.1212 0.1963 0.0690
C 0.677732 -0.045943 -0.544139 -0.5009 0.0239 0.3437
H 1.352657 -0.891989 -0.674074 0.1640 0.0051 -0.0451
H -1.410012 -1.877994 0.168023 0.0974 -0.0193 -0.1344
H -1.166216 1.513087 0.322484 -0.1077 0.0796 -0.0269
H 0.702067 -0.251781 1.602305 0.2146 0.1067 -0.2849
H -0.821137 1.349209 2.020224 -0.1363 -0.0754 0.1154
H -1.023291 -1.865465 1.879249 -0.0583 -0.0432 0.0955
H -0.924165 0.625901 -1.787561 0.0328 -0.1544 -0.1511
H 2.388557 1.140246 -1.114484 -0.0785 -0.0202 -0.2182
H 1.853316 1.540237 0.463532 -0.2884 -0.0279 0.2737
H 0.940844 2.078581 -0.965378 -0.2674 0.1626 0.1235
H -0.162832 -0.854841 -2.312568 -0.2840 0.2999 0.0063
H 0.187858 -2.440149 0.748950 -0.0448 -0.1149 -0.1449
H -2.081092 0.344094 1.252856 -0.1003 0.0310 0.1408
```
Forces are in eV/Å.

structure (SMILES)	CC(C)[C@H](C)N
multiplicity	1
calculated total energy	-6885.7730	eV
gap between HOMO and LUMO	9.7577	eV
LUMO energy	0.042	Ha
ΔE to the lowest compared entry with this formula, charge and spin	40.94	kJ/mol
largest force on an atom	0.9	eV/Å
HOMO	-8.61	eV

Atomic partial charges in e from the natural (NBO) method, atoms 1 to 2: -0.895 -0.618

Below is one molecule with the formula C5H13N, with properties calculated with ωB97M-V/def2-TZVPD.

Geometry as XYZ:
```
19
Properties=species:S:1:pos:R:3:forces:R:3
N -0.555507 0.527568 -2.500945 0.1019 0.0518 0.2226
C -0.401479 0.025176 1.795612 0.4411 -0.2261 0.3845
C 0.828974 0.420701 -0.385021 -0.5736 0.0058 0.2823
C 0.786521 0.683290 -1.898559 -0.4269 -0.5075 -0.1106
C -0.323295 -1.510584 1.874906 0.1111 0.5677 -0.1696
C -0.492118 0.609983 0.397148 0.6553 0.2949 -0.1777
H 1.132748 1.695299 -2.081975 0.0845 0.1136 -0.2239
H 0.704056 -1.875046 1.846146 -0.0217 -0.0056 -0.1840
H 1.436657 -0.036676 -2.405990 0.4753 0.3294 0.2190
H -0.735468 -1.826857 2.828018 -0.1813 -0.2899 -0.0321
H 1.516998 1.126722 0.064167 0.4437 0.0051 0.0580
H -0.877479 -1.938119 1.034210 -0.0311 -0.2225 0.2548
H -0.438158 0.188987 -3.447371 -0.1323 0.0947 -0.0558
H -1.055787 -0.198658 -2.005656 -0.0741 -0.0788 -0.1046
H -1.224446 0.365106 2.412611 -0.4581 0.0801 -0.0907
H -0.667665 1.684244 0.503581 -0.2215 -0.0430 -0.2208
H 1.216275 -0.576727 -0.175443 -0.0181 -0.1103 -0.1094
H 0.471525 0.449991 2.302641 0.1062 0.0037 -0.0967
H -1.322353 0.185601 -0.158079 -0.2802 -0.0631 0.1547
```
Forces are in eV/Å.

structure (SMILES)	CCCCCN
multiplicity	1
calculated total energy	-6885.6384	eV
gap between HOMO and LUMO	10.3633	eV
LUMO energy	0.043	Ha
ΔE to the lowest compared entry with this formula, charge and spin	53.93	kJ/mol
largest force on an atom	0.7	eV/Å
HOMO	-9.19	eV

Atomic partial charges in e from the natural (NBO) method, atoms 1 to 2: -0.833 -0.394

Below is one molecule with the formula C5H13N in a non-equilibrium geometry, with properties calculated with ωB97M-V/def2-TZVPD.

Geometry as XYZ:
```
19
Properties=species:S:1:pos:R:3:forces:R:3
N 1.771155 -0.626401 -0.367553 0.2344 0.3009 -0.3513
C -0.171742 -2.009460 -0.949189 -0.2107 1.1337 0.4885
C 0.324825 -0.612590 -0.501477 -0.8897 -0.9215 0.2806
C -0.293019 1.365689 0.959049 -0.5462 0.3638 0.7615
C -1.239794 2.123387 0.022199 0.0283 0.3924 -0.2571
C -0.365345 -0.152499 0.789707 0.1439 0.3933 -0.7231
H 0.088426 -0.655596 1.640361 -0.0603 -0.2109 0.1477
H 2.092715 -0.325907 0.541881 -0.0671 0.0106 -0.0087
H -0.045130 0.045152 -1.296360 0.5185 0.3495 -0.0553
H -1.252848 -1.938988 -1.105787 0.1122 -0.1804 -0.1449
H -1.942945 1.456455 -0.466436 -0.1381 -0.1735 -0.0568
H -1.423008 -0.420569 0.708569 0.0356 -0.1084 0.2786
H 0.317283 -2.225654 -1.899993 -0.0179 -0.5108 0.1697
H -0.718777 2.657784 -0.762678 0.2554 -0.0682 -0.3004
H -0.578471 1.629411 1.980787 -0.0756 -0.2254 0.0969
H 0.719069 1.753549 0.892274 0.2866 -0.1271 -0.3174
H 0.001455 -2.729428 -0.145386 0.2165 -0.2296 -0.3347
H -1.832466 2.901585 0.509039 0.0685 -0.1956 0.2822
H 2.137351 -1.548760 -0.550431 0.1057 0.0071 0.0440
```
Forces are in eV/Å.

structure (SMILES)	CCC[C@H](C)N
multiplicity	1
calculated total energy	-6885.8025	eV
gap between HOMO and LUMO	10.2080	eV
LUMO energy	0.045	Ha
ΔE to the lowest compared entry with this formula, charge and spin	38.09	kJ/mol
largest force on an atom	1.3	eV/Å
HOMO	-8.99	eV

Atomic partial charges in e from the natural (NBO) method, atoms 1 to 2: -0.847 -0.614

What is the formula in the third record? C5H13N

Among the records above, which one has the lowest calculated total energy? number 2